DFT (ωB97M-V/def2-TZVPD) results for C22H44BiN3OP3Se as an isolated structure at a distorted geometry.

Positions of all 75 atoms, in Å:
Bi 0.208 0.428 -0.694
P 0.670 0.524 2.266
P 0.690 3.127 -0.307
P 2.425 -1.417 -0.309
H -2.432 -3.940 0.589
C -1.356 -4.108 0.715
C -0.815 -4.374 1.916
H -1.427 -4.447 2.826
C -0.700 1.258 3.240
C 2.094 1.454 2.949
C 0.830 -1.096 3.109
C 0.056 4.015 -1.771
C -0.123 4.040 1.048
C 2.436 3.671 -0.226
C 2.134 -3.003 0.552
C 3.833 -0.669 0.602
C 3.244 -2.006 -1.833
H -0.769 -4.124 -0.210
H 0.240 -4.641 2.038
H -1.476 0.509 3.442
H -1.148 2.113 2.718
H -0.284 1.611 4.194
H 2.160 2.462 2.518
H 3.033 0.921 2.752
H 1.950 1.543 4.036
H 0.385 -1.913 2.523
H 0.315 -1.051 4.079
H 1.889 -1.330 3.283
H 0.208 5.094 -1.615
H -1.017 3.812 -1.897
H 0.589 3.694 -2.677
H -0.022 5.116 0.842
H 0.335 3.816 2.019
H -1.190 3.784 1.083
H 2.455 4.760 -0.070
H 2.949 3.427 -1.165
H 2.961 3.179 0.603
H 2.705 -3.787 0.034
H 1.071 -3.283 0.545
H 2.473 -2.943 1.594
H 4.768 -1.053 0.170
H 3.793 -0.928 1.669
H 3.822 0.425 0.493
H 4.040 -2.712 -1.556
H 3.670 -1.158 -2.387
H 2.515 -2.509 -2.482
C 1.194 -0.317 -3.946
C -0.010 -1.012 -3.755
C -0.237 -2.201 -4.454
C 0.679 -2.647 -5.413
C 1.824 -1.884 -5.687
C 2.072 -0.709 -4.976
Se 1.817 1.055 -2.723
H -1.535 -0.239 0.754
H -0.741 -0.651 -3.023
H -1.139 -2.780 -4.247
H 0.498 -3.577 -5.954
H 2.525 -2.202 -6.458
H 2.959 -0.108 -5.175
C -4.782 2.508 -0.574
N -4.300 1.367 0.209
C -5.118 0.745 1.117
C -4.643 -0.279 1.897
C -3.330 -0.702 1.743
N -2.573 -0.094 0.781
C -3.009 0.993 0.040
O -2.244 1.586 -0.759
N -2.694 -1.611 2.528
H -5.848 2.607 -0.374
H -4.620 2.343 -1.643
H -4.273 3.432 -0.275
H -6.125 1.155 1.155
H -5.277 -0.760 2.635
H -3.278 -2.083 3.208
H -1.979 -2.223 2.121

Calculated values
* Kohn-Sham gap: 6.16 eV
* total charge: +3
* E_tot: -129074.12035 eV
* relative energy (zero: lowest compared OMol25 entry of this formula, charge and spin): 22.5 kJ/mol



DFT (ωB97M-V/def2-TZVPD) results for a 9-piece molecular cluster, C22H44Br12N2OS overall at a distorted geometry.

Positions of all 82 atoms, in Å:
C 7.349 6.504 -4.019
C 6.096 7.369 -3.665
C 4.826 6.622 -3.934
C 4.657 5.397 -3.153
N 4.422 4.451 -2.491
H 7.175 5.554 -3.513
H 8.328 6.938 -3.818
H 7.399 6.362 -5.098
H 6.201 8.186 -4.379
H 6.188 7.582 -2.600
H 4.618 6.307 -4.957
H 4.026 7.320 -3.687
C -5.023 0.745 8.058
C -6.011 0.367 6.996
C -7.025 -0.787 7.504
C -7.320 -0.549 8.943
N -7.491 -0.320 10.104
H -4.748 -0.163 8.595
H -5.430 1.452 8.781
H -4.113 1.235 7.713
H -5.520 -0.028 6.107
H -6.488 1.263 6.598
H -6.500 -1.736 7.392
H -7.928 -0.845 6.897
C 0.084 -1.518 1.410
S -1.178 -2.563 0.554
O -1.563 -1.758 -0.653
C -0.002 -3.908 0.085
H 0.737 -1.068 0.661
H 0.556 -2.244 2.071
H -0.524 -0.794 1.952
H 0.834 -3.319 -0.294
H -0.429 -4.541 -0.692
H 0.311 -4.542 0.914
Br -2.819 4.958 -4.608
C -3.446 5.175 -2.717
C -2.437 4.751 -1.714
Br -3.311 4.690 0.086
H -4.438 4.748 -2.572
H -3.673 6.229 -2.558
H -1.687 5.541 -1.695
H -2.134 3.712 -1.846
Br -1.940 -10.041 -6.522
C -0.028 -10.498 -6.160
C 0.540 -11.828 -6.845
Br -0.588 -13.417 -6.427
H 0.111 -10.460 -5.080
H 0.605 -9.682 -6.507
H 1.495 -12.188 -6.461
H 0.517 -11.889 -7.933
Br -6.278 -4.232 -3.774
C -6.486 -3.531 -5.663
C -5.518 -2.401 -5.960
Br -6.077 -1.489 -7.618
H -7.506 -3.147 -5.699
H -6.290 -4.389 -6.307
H -4.458 -2.655 -5.969
H -5.464 -1.749 -5.088
Br 4.635 -0.877 11.132
C 3.221 -1.319 9.799
C 2.979 -2.851 9.843
Br 1.691 -3.158 8.390
H 3.477 -0.935 8.811
H 2.338 -0.757 10.103
H 2.564 -3.157 10.804
H 3.910 -3.373 9.623
Br 6.776 3.715 5.271
C 5.592 5.070 4.536
C 4.329 4.495 4.035
Br 3.000 3.859 5.479
H 6.075 5.552 3.686
H 5.474 5.779 5.356
H 4.504 3.673 3.341
H 3.726 5.166 3.423
Br 1.298 -2.218 -6.441
C 0.994 -0.328 -5.874
C 1.426 0.610 -6.992
Br 3.189 0.109 -7.717
H 1.441 -0.141 -4.898
H -0.068 -0.203 -5.665
H 1.405 1.697 -6.913
H 0.818 0.413 -7.876

Calculated values
* Kohn-Sham gap: 9.08 eV
* E_tot: -879896.93206 eV



DFT (ωB97M-V/def2-TZVPD) results for a 5-piece molecular cluster, C22H44BrF2O12S overall.

Positions of all 82 atoms, in Å:
C 3.466 -1.576 1.354
C 2.692 -0.685 0.415
F 1.788 -1.443 -0.321
C 1.848 0.369 1.131
S 0.523 -0.503 2.013
Br 1.144 -0.406 4.071
C -0.856 0.699 1.991
C -2.105 0.133 1.309
C -2.361 -1.339 1.555
F -1.581 -2.088 0.677
H 4.087 -2.267 0.787
H 2.796 -2.167 1.985
H 4.124 -0.979 1.987
H 3.350 -0.181 -0.298
H 1.330 0.996 0.403
H 2.432 0.964 1.831
H -1.052 0.966 3.029
H -0.482 1.588 1.484
H -2.949 0.701 1.711
H -2.064 0.317 0.235
H -3.409 -1.593 1.404
H -2.092 -1.635 2.577
C 6.427 4.643 -2.756
C 5.587 4.822 -1.513
O 4.176 4.720 -1.809
C 3.699 3.494 -1.935
O 4.306 2.461 -1.773
O 2.404 3.573 -2.262
C 1.812 2.316 -2.585
H 6.121 5.351 -3.526
H 7.476 4.823 -2.518
H 6.332 3.632 -3.149
H 5.698 5.821 -1.097
H 5.841 4.091 -0.746
H 2.046 1.584 -1.812
H 2.165 1.950 -3.549
H 0.739 2.480 -2.641
C 1.259 2.811 -9.043
C 0.311 1.735 -8.567
O 1.010 0.513 -8.251
C 1.610 0.480 -7.070
O 1.592 1.350 -6.232
O 2.242 -0.688 -6.952
C 2.967 -0.861 -5.733
H 1.849 2.451 -9.886
H 0.691 3.684 -9.366
H 1.935 3.115 -8.246
H -0.387 1.446 -9.350
H -0.255 2.055 -7.693
H 2.319 -0.690 -4.874
H 3.813 -0.176 -5.692
H 3.315 -1.888 -5.747
C -1.601 -4.984 1.474
C -1.465 -6.490 1.463
O -0.920 -6.984 2.700
C -1.787 -7.064 3.711
O -2.950 -6.750 3.672
O -1.145 -7.539 4.774
C -1.957 -7.687 5.946
H -0.643 -4.519 1.716
H -1.919 -4.627 0.495
H -2.341 -4.679 2.215
H -0.755 -6.818 0.706
H -2.423 -6.972 1.274
H -2.843 -8.277 5.726
H -2.257 -6.711 6.325
H -1.329 -8.196 6.670
C -6.056 4.482 5.000
C -5.650 3.965 3.641
O -4.430 3.183 3.713
C -4.581 1.936 4.130
O -5.603 1.375 4.413
O -3.359 1.366 4.188
C -3.366 0.014 4.652
H -5.241 5.046 5.454
H -6.917 5.142 4.896
H -6.331 3.663 5.663
H -5.401 4.777 2.962
H -6.431 3.355 3.190
H -4.056 -0.595 4.068
H -3.630 -0.053 5.705
H -2.344 -0.326 4.502

Calculated values
* Kohn-Sham gap: 7.61 eV
* total charge: +1
* E_tot: -134404.21439 eV